1.
Here is 5 unconnected molecules or ions with the total composition C27H65BO9P from the Open Molecules 2025 dataset. Energies are from ωB97M-V/def2-TZVPD.

XYZ file:
```
103
C27H65BO9P (ωB97M-V/def2-TZVPD)
C -0.587 -2.631 4.412
C -1.980 -2.064 4.625
O -2.835 -2.105 3.472
P -2.364 -1.674 2.007
O -1.315 -2.526 1.414
C -2.033 0.097 1.908
C -1.575 0.846 3.164
C -0.911 2.189 2.833
B 0.653 1.935 2.536
O 1.447 3.120 2.097
C 2.423 2.645 1.202
C 2.256 1.123 1.194
C 2.783 0.401 -0.029
C 2.560 -1.120 0.062
O 0.897 0.938 1.415
O -3.811 -1.872 1.331
C -3.829 -1.940 -0.102
C -3.630 -3.374 -0.595
H 0.082 -1.929 3.919
H -0.635 -3.529 3.798
H -0.179 -2.903 5.386
H -1.935 -1.045 5.000
H -2.500 -2.655 5.379
H -2.949 0.570 1.547
H -1.276 0.197 1.126
H -2.453 0.999 3.801
H -0.841 0.264 3.717
H -1.435 2.693 2.012
H -0.987 2.846 3.704
H 1.158 1.420 3.587
H 2.224 3.059 0.199
H 3.438 2.939 1.502
H 2.823 0.769 2.078
H 2.290 0.790 -0.923
H 3.853 0.612 -0.092
H 3.486 -1.643 0.308
H 1.838 -1.336 0.851
H 2.159 -1.538 -0.859
H -4.799 -1.540 -0.397
H -3.071 -1.283 -0.527
H -4.495 -3.744 -1.142
H -3.437 -4.009 0.267
H -2.753 -3.441 -1.234
C 0.345 -6.863 -0.102
C -1.027 -6.224 -0.242
O -1.360 -5.871 -1.572
C -1.424 -6.921 -2.510
C -2.470 -7.976 -2.184
H 1.102 -6.237 -0.575
H 0.594 -6.970 0.954
H 0.389 -7.856 -0.555
H -1.057 -5.283 0.307
H -1.798 -6.875 0.189
H -0.440 -7.391 -2.639
H -1.671 -6.436 -3.455
H -2.205 -8.556 -1.299
H -2.570 -8.672 -3.019
H -3.437 -7.504 -2.004
C 7.690 2.171 2.761
C 6.253 1.767 2.471
O 6.137 0.637 1.628
C 6.667 -0.572 2.128
C 6.014 -1.038 3.420
H 8.250 2.278 1.830
H 7.705 3.126 3.289
H 8.206 1.440 3.385
H 5.740 2.565 1.935
H 5.702 1.611 3.405
H 7.756 -0.498 2.252
H 6.484 -1.302 1.340
H 6.259 -0.388 4.262
H 6.357 -2.044 3.667
H 4.930 -1.054 3.308
C -1.389 5.510 -2.294
C -2.016 5.760 -0.928
O -1.368 5.121 0.153
C 0.013 5.446 0.291
C 0.266 6.936 0.473
H -1.272 4.442 -2.476
H -2.008 5.940 -3.084
H -0.401 5.968 -2.362
H -3.042 5.387 -0.911
H -2.069 6.843 -0.751
H 0.572 5.069 -0.573
H 0.392 4.904 1.158
H 0.025 7.522 -0.417
H 1.320 7.100 0.700
H -0.331 7.322 1.302
C -2.422 3.277 -5.130
C -2.183 1.783 -5.255
O -3.328 1.001 -4.970
C -4.438 1.198 -5.820
C -4.172 0.845 -7.275
H -2.858 3.511 -4.159
H -1.480 3.818 -5.227
H -3.099 3.646 -5.903
H -1.435 1.463 -4.531
H -1.791 1.539 -6.250
H -4.814 2.225 -5.740
H -5.214 0.544 -5.419
H -3.477 1.542 -7.746
H -5.104 0.875 -7.841
H -3.750 -0.158 -7.348
```

Results
**Total charge**: -1
**Energy**: -57449.2146 eV

***

2.
Here is 2 unconnected molecules or ions with the total composition C4H8N2O at a distorted geometry from the Open Molecules 2025 dataset. Energies are from ωB97M-V/def2-TZVPD.

XYZ file:
```
15
C4H8N2O (ωB97M-V/def2-TZVPD)
C -0.009 0.010 -2.878
N 0.314 -1.286 -2.615
O 0.610 0.956 -2.474
H -0.980 0.083 -3.401
H 1.091 -1.466 -2.001
H -0.302 -2.034 -2.869
C -0.179 0.588 2.699
C -0.729 -0.638 2.465
C 0.501 1.291 0.583
N 0.018 1.597 1.816
H 0.213 0.805 3.698
H -0.920 -0.968 1.452
H -0.989 -1.271 3.305
H 0.335 1.988 -0.225
H 1.025 0.345 0.444
```

Results
**Total charge**: -1
**Energy relative to the best compared isomer or geometry (same formula, charge and spin)**: 28.28 kcal per mole
**Spin multiplicity**: 2

***

3.
Here is a gas-phase ion, C2H3N4O (charge -1) at a distorted geometry from the Open Molecules 2025 dataset. Energies are from ωB97M-V/def2-TZVPD.

XYZ file:
```
10
C2H3N4O (ωB97M-V/def2-TZVPD)
C -0.227 0.015 0.078
C 0.190 0.668 -1.181
N 0.477 -1.874 1.268
N 0.680 -2.722 1.961
N 0.378 -1.221 0.281
N -1.032 0.445 1.037
O -1.607 1.607 0.876
H 0.040 0.388 -2.241
H 1.302 1.078 -0.930
H -0.200 1.617 -1.149
```

Results
**Total charge**: -1
**Energy relative to the best compared isomer or geometry (same formula, charge and spin)**: 66.99 kcal per mole
**Spin multiplicity**: 3

***

4.
Here is 4 unconnected molecules or ions with the total composition CH9NO5 at a distorted geometry from the Open Molecules 2025 dataset. Energies are from ωB97M-V/def2-TZVPD.

XYZ file:
```
16
CH9NO5 (ωB97M-V/def2-TZVPD)
N 1.607 -0.589 -1.092
C 2.254 -0.402 0.086
O 2.531 -1.288 0.858
O 2.595 0.894 0.301
H 1.320 0.224 -1.604
H 1.318 -1.542 -1.193
H 2.826 0.945 1.236
O -0.964 1.380 0.901
H -1.764 0.909 1.154
H -1.017 2.238 1.330
O -2.215 -1.587 1.156
H -3.173 -1.685 1.063
H -2.051 -1.895 2.059
O -0.906 0.931 -2.430
H -1.591 0.263 -2.310
H -0.773 1.203 -1.512
```

Results
**SMILES string**: NC(=O)O.O.O.O
**Energy relative to the best compared isomer or geometry (same formula, charge and spin)**: 8.72 kcal per mole

***

5.
Here is a molecular structure, C25H30N9O3PdSi at a distorted geometry from the Open Molecules 2025 dataset. Energies are from ωB97M-V/def2-TZVPD.

XYZ file:
```
69
C25H30N9O3PdSi (ωB97M-V/def2-TZVPD)
Pd -0.397 0.102 1.082
N 2.662 0.202 -0.502
N 2.948 1.564 -0.475
C 2.046 2.516 -0.165
N 2.489 3.769 -0.287
N 0.835 2.113 0.235
N -0.084 3.102 0.509
O -1.130 2.677 0.973
O 0.108 4.294 0.316
H 3.362 -0.298 0.030
H 2.635 -0.133 -1.457
H 3.847 1.880 -0.807
H 3.434 3.959 -0.565
H 1.845 4.520 -0.086
C -8.489 -10.932 -0.539
O -8.949 -9.585 -0.512
C -8.024 -8.606 -0.406
C -6.652 -8.829 -0.330
C -5.789 -7.748 -0.223
C -6.269 -6.447 -0.191
C -7.647 -6.241 -0.274
C -8.519 -7.303 -0.379
C -5.314 -5.334 -0.075
N -4.006 -5.442 -0.131
C -3.541 -4.160 0.025
C -4.563 -3.269 0.173
N -5.706 -4.033 0.108
C -4.361 -1.862 0.348
C -5.375 -0.900 0.481
C -5.040 0.421 0.619
C -3.685 0.776 0.614
N -2.719 -0.113 0.495
C -3.036 -1.414 0.375
C -1.922 -2.361 0.252
N -0.651 -1.886 0.316
C 0.359 -2.713 0.128
C 0.186 -4.079 -0.112
C -1.086 -4.587 -0.132
C -2.173 -3.719 0.046
H -9.375 -11.551 -0.617
H -7.952 -11.179 0.378
H -7.845 -11.109 -1.402
H -6.247 -9.830 -0.353
H -4.720 -7.912 -0.163
H -8.065 -5.239 -0.272
H -9.588 -7.151 -0.447
H -6.654 -3.715 0.203
H -6.416 -1.199 0.467
H -5.796 1.188 0.720
H -3.382 1.810 0.709
H 1.349 -2.278 0.183
H 1.052 -4.710 -0.258
H -1.279 -5.641 -0.290
C 0.888 1.973 3.842
Si 0.286 0.220 3.940
C 0.922 -0.588 5.482
C -1.580 0.197 3.990
C 0.851 -0.702 2.404
H 0.703 2.480 4.794
H 0.362 2.538 3.068
H 1.963 2.020 3.643
H 0.571 -0.037 6.360
H 2.015 -0.613 5.510
H 0.558 -1.617 5.561
H -1.918 0.441 5.003
H -1.978 -0.790 3.734
H -2.024 0.931 3.312
H 0.637 -1.770 2.411
H 1.883 -0.524 2.087
```

Results
**Total charge**: +1
**Energy relative to the best compared isomer or geometry (same formula, charge and spin)**: 20.28 kcal per mole

***

6.
Here is a single H7NP2Si molecule at a distorted geometry from the Open Molecules 2025 dataset. Energies are from ωB97M-V/def2-TZVPD.

XYZ file:
```
11
H7NP2Si (ωB97M-V/def2-TZVPD)
P -2.466 0.366 0.067
N -0.753 0.668 0.167
Si 0.492 -0.498 -0.168
P 2.386 0.682 -0.023
H -2.329 -1.181 0.141
H -2.580 0.060 -1.362
H -0.765 1.624 -0.108
H 0.107 -1.428 1.008
H 0.575 -1.080 -1.403
H 3.212 -0.390 0.457
H 2.120 1.178 1.223
```

Results
**SMILES string**: PN[SiH2]P
**Energy relative to the best compared isomer or geometry (same formula, charge and spin)**: 0.00 kcal per mole

***

7.
Here is a molecular structure, C11H11O3S at a distorted geometry from the Open Molecules 2025 dataset. Energies are from ωB97M-V/def2-TZVPD.

XYZ file:
```
26
C11H11O3S (ωB97M-V/def2-TZVPD)
C -0.382 -1.771 0.064
C -1.767 -1.932 0.019
C -2.179 0.520 0.244
C 0.078 1.857 0.356
C 0.042 -0.446 0.127
C -0.758 0.710 0.168
C -2.649 -0.818 0.202
C 1.820 0.291 0.226
C 1.427 1.630 0.150
C -4.080 -0.977 0.156
C 2.553 2.636 0.113
O 2.978 -1.118 -1.592
O 3.197 -1.913 0.814
O 4.452 0.005 -0.096
S 3.214 -0.677 0.010
H 0.259 -2.551 -0.054
H -2.145 -3.017 -0.282
H -2.919 1.378 0.406
H -0.252 2.860 0.308
H 2.558 -1.975 -1.881
H -4.555 -0.809 -0.852
H -4.556 -0.507 0.946
H -4.497 -2.054 0.292
H 3.477 2.163 -0.022
H 2.459 3.173 1.020
H 2.224 3.341 -0.842
```

Results
**Total charge**: -1
**Energy relative to the best compared isomer or geometry (same formula, charge and spin)**: 36.80 kcal per mole

***

8.
Here is a molecular structure, C2HCl2F3N3O2PS at a distorted geometry from the Open Molecules 2025 dataset. Energies are from ωB97M-V/def2-TZVPD.

XYZ file:
```
15
C2HCl2F3N3O2PS (ωB97M-V/def2-TZVPD)
C 0.949 -0.644 0.441
C 2.310 -1.281 -1.652
N 0.327 -0.683 1.465
N 1.384 -0.754 -0.663
N -1.839 0.466 0.779
O -0.038 1.747 1.628
O -1.236 0.461 3.331
F 1.434 -1.875 -2.546
F 3.102 -0.284 -1.987
F 3.242 -2.219 -1.324
P -1.453 1.538 -0.415
S -0.685 0.546 2.034
Cl -2.739 2.950 0.130
Cl -2.557 0.516 -1.826
H -2.202 -0.483 0.606
```

Results
**Energy relative to the best compared isomer or geometry (same formula, charge and spin)**: 33.62 kcal per mole